83
Properties=species:S:1:pos:R:3 method="wB97M-V/def2-TZVPD" max_force_ev_per_a=0.4 spin_multiplicity=5 charge=+1 homo_ev="-9.327 / -9.537" total_energy_ev=-207725.72236
Pt -0.090 0.016 -0.045
Se 2.030 -1.026 1.072
P 1.848 -0.914 3.273
Se 0.797 0.713 4.136
C 3.579 -0.983 3.815
C 4.204 0.163 4.290
C 5.542 0.119 4.657
C 6.257 -1.065 4.552
C 5.635 -2.213 4.078
C 4.299 -2.174 3.707
C 1.133 -2.494 3.843
C 0.718 -3.501 2.982
C 0.168 -4.676 3.489
C 0.042 -4.850 4.857
C 0.465 -3.847 5.724
C 1.004 -2.674 5.222
H 3.631 1.076 4.390
H 6.025 1.011 5.036
H 7.298 -1.097 4.848
H 6.189 -3.140 4.004
H 3.815 -3.072 3.342
H 0.840 -3.367 1.915
H -0.152 -5.460 2.814
H -0.379 -5.766 5.253
H 0.368 -3.980 6.793
H 1.310 -1.882 5.895
I 2.077 1.763 -4.695
C 1.504 -0.135 -4.158
C 1.603 -1.189 -5.047
C 1.216 -2.474 -4.683
I 1.491 -3.975 -6.064
C 0.644 -2.754 -3.386
C 0.212 -4.016 -2.953
C -0.317 -4.156 -1.693
C -0.430 -3.032 -0.873
N -0.038 -1.835 -1.273
C 0.507 -1.694 -2.489
C 1.011 -0.348 -2.815
O 1.024 0.538 -1.952
H 2.003 -1.013 -6.036
H 0.307 -4.872 -3.608
H -0.645 -5.120 -1.330
H -0.844 -3.099 0.126
C -4.266 2.954 4.208
C -3.421 1.963 3.447
C -3.669 0.591 3.552
C -2.889 -0.354 2.877
C -3.101 -1.833 3.052
C -1.875 0.120 2.087
C -1.566 1.502 1.935
C -2.381 2.414 2.656
N -0.540 1.769 1.101
C 0.177 3.046 0.870
C 1.668 2.690 0.886
C -0.053 4.160 1.893
C -0.222 3.542 -0.524
H -5.100 2.464 4.708
H -4.670 3.718 3.542
H -3.671 3.462 4.968
H -4.478 0.249 4.188
H -3.966 -2.039 3.682
H -2.225 -2.286 3.523
H -3.260 -2.326 2.091
H -1.225 -0.621 1.587
H -2.217 3.474 2.595
H 1.942 2.227 1.835
H 2.246 3.605 0.751
H 1.922 1.997 0.082
H 0.079 3.801 2.915
H -1.025 4.638 1.785
H 0.694 4.932 1.712
H -0.074 2.767 -1.278
H 0.406 4.394 -0.787
H -1.267 3.866 -0.543
N -2.984 2.998 -3.607
N -2.938 2.052 -2.598
N -3.877 1.965 -1.688
C -3.368 1.027 -0.895
N -2.180 0.591 -1.328
N -1.918 1.274 -2.438
H -3.954 3.117 -3.871
H -2.406 2.668 -4.369
H -3.863 0.669 -0.007